No. 1
{"formula": "C48H93Br22N6O4S", "method": "the ωB97M-V functional and the def2-TZVPD basis", "homo_lumo_gap_ev": 7.09, "total_charge": 1, "lumo_energy_ev": -3.763, "e_tot_ev": -1620164.121, "symbols": ["C", "C", "C", "C", "C", "C", "C", "C", "C", "N", "C", "N", "N", "C", "S", "N", "C", "C", "C", "C", "C", "N", "C", "N", "C", "C", "C", "C", "O", "C", "C", "O", "C", "O", "C", "C", "O", "H", "H", "H", "H", "H", "H", "H", "H", "H", "H", "H", "H", "H", "H", "H", "H", "H", "H", "H", "H", "H", "H", "H", "H", "H", "H", "H", "H", "H", "H", "H", "H", "H", "H", "H", "H", "H", "H", "H", "H", "H", "H", "H", "H", "H", "H", "H", "H", "H", "Br", "C", "C", "Br", "H", "H", "H", "H", "Br", "C", "C", "Br", "H", "H", "H", "H", "Br", "C", "C", "Br", "H", "H", "H", "H", "Br", "C", "C", "Br", "H", "H", "H", "H", "Br", "C", "C", "Br", "H", "H", "H", "H", "Br", "C", "C", "Br", "H", "H", "H", "H", "Br", "C", "C", "Br", "H", "H", "H", "H", "Br", "C", "C", "Br", "H", "H", "H", "H", "Br", "C", "C", "Br", "H", "H", "H", "H", "Br", "C", "C", "Br", "H", "H", "H", "H", "Br", "C", "C", "Br", "H", "H", "H", "H"], "xyz": [[-4.566, 6.869, -2.206], [-3.343, 5.798, -1.855], [-3.769, 4.220, -2.207], [-5.142, 3.904, -1.343], [-5.647, 2.341, -1.433], [-5.672, 1.762, 0.134], [-4.115, 1.479, 0.585], [-3.988, 0.575, 1.982], [-2.563, -0.302, 1.941], [-2.647, -1.661, 2.516], [-2.324, -2.793, 1.591], [-3.283, -3.147, 0.634], [-4.495, -2.483, 0.468], [-5.458, -3.109, 1.225], [-6.853, -3.664, 2.043], [-1.040, -3.575, 1.688], [-0.011, -2.919, 2.573], [-0.598, -2.357, 4.017], [0.466, -1.244, 4.558], [0.678, 0.091, 3.657], [2.302, 0.480, 3.761], [2.697, 1.635, 2.866], [-0.403, -3.648, 5.067], [-0.663, -4.993, 4.428], [0.558, -5.887, 4.451], [-2.175, -1.844, 3.932], [-2.509, -0.517, 4.832], [-2.374, -0.690, 6.450], [-1.882, 0.553, 7.133], [-1.514, 0.036, 8.493], [0.063, -0.123, 8.942], [-2.498, -0.345, 9.337], [-3.222, -3.020, 4.512], [-4.647, -2.654, 4.309], [-5.425, -3.165, 5.486], [-6.224, -2.106, 6.459], [-5.434, -4.502, 5.652], [-5.273, 6.904, -1.245], [-5.185, 6.389, -3.082], [-4.176, 7.951, -2.459], [-3.094, 5.917, -0.717], [-2.356, 6.127, -2.440], [-2.845, 3.572, -1.866], [-3.899, 4.108, -3.366], [-4.862, 4.130, -0.208], [-6.060, 4.577, -1.647], [-6.675, 2.198, -1.986], [-4.844, 1.758, -2.079], [-6.247, 2.475, 0.869], [-6.252, 0.737, 0.089], [-3.616, 2.548, 0.732], [-3.578, 0.992, -0.333], [-4.929, -0.144, 2.117], [-3.913, 1.349, 2.858], [-1.743, 0.424, 2.341], [-2.340, -0.421, 0.773], [-3.102, -3.950, -0.039], [-1.176, -4.589, 1.877], [0.869, -3.714, 2.712], [0.485, -2.060, 1.908], [0.289, -0.888, 5.678], [1.529, -1.789, 4.591], [0.119, 1.059, 4.079], [0.387, 0.018, 2.530], [3.000, -0.458, 3.663], [2.439, 0.863, 4.883], [3.047, 2.384, 3.507], [3.562, 1.298, 2.362], [-0.975, -3.480, 6.091], [0.751, -3.661, 5.374], [-1.490, -5.456, 4.892], [0.304, -6.878, 3.841], [1.496, -5.418, 3.927], [0.883, -6.224, 5.524], [-1.925, 0.454, 4.539], [-3.658, -0.264, 4.623], [-1.666, -1.546, 6.814], [-3.477, -0.844, 6.880], [0.103, -0.237, 10.111], [0.465, -1.134, 8.453], [0.641, 0.817, 8.548], [-3.092, -3.237, 5.649], [-3.080, -4.054, 3.953], [-5.695, -1.063, 6.517], [-6.254, -2.585, 7.545], [-7.337, -2.061, 6.060], [-1.454, 5.367, -5.317], [-0.639, 3.670, -5.825], [-0.357, 2.813, -4.612], [1.224, 3.441, -3.657], [0.256, 3.906, -6.407], [-1.373, 3.186, -6.475], [-0.120, 1.788, -4.910], [-1.179, 2.797, -3.891], [0.454, 7.639, -1.257], [1.330, 8.780, -2.574], [1.364, 8.119, -3.933], [2.742, 6.740, -4.012], [2.322, 9.017, -2.181], [0.728, 9.692, -2.604], [1.641, 8.842, -4.705], [0.420, 7.643, -4.208], [-0.886, -1.151, -0.270], [0.473, 0.167, -0.737], [1.645, -0.481, -1.437], [2.795, -1.417, -0.170], [0.750, 0.682, 0.187], [-0.032, 0.872, -1.403], [2.287, 0.277, -1.896], [1.349, -1.209, -2.197], [-8.728, -9.326, 5.900], [-7.442, -7.886, 5.626], [-8.128, -6.618, 5.171], [-8.620, -6.720, 3.286], [-6.696, -8.254, 4.917], [-6.968, -7.739, 6.601], [-7.448, -5.765, 5.242], [-9.042, -6.396, 5.728], [5.044, -2.266, -3.920], [6.744, -2.677, -3.057], [6.683, -2.408, -1.571], [6.799, -0.497, -1.195], [7.513, -2.094, -3.572], [6.911, -3.740, -3.249], [7.545, -2.850, -1.063], [5.764, -2.770, -1.102], [6.277, -5.835, -0.816], [7.490, -7.185, -1.529], [7.780, -6.943, -2.992], [6.283, -7.504, -4.110], [7.035, -8.160, -1.332], [8.403, -7.089, -0.934], [8.625, -7.552, -3.323], [7.978, -5.894, -3.227], [10.783, 0.190, -3.128], [10.099, 1.505, -1.860], [10.920, 1.521, -0.592], [10.487, -0.002, 0.548], [9.045, 1.270, -1.692], [10.174, 2.465, -2.379], [10.683, 2.403, 0.010], [11.998, 1.488, -0.772], [2.130, 10.933, -6.209], [3.343, 9.583, -6.922], [3.633, 9.825, -8.385], [2.136, 9.264, -9.504], [2.888, 8.608, -6.725], [4.256, 9.679, -6.327], [4.478, 9.216, -8.717], [3.831, 10.874, -8.620], [4.200, 5.292, -7.514], [3.942, 5.146, -9.442], [5.187, 5.556, -10.193], [5.381, 7.497, -10.231], [3.064, 5.748, -9.693], [3.715, 4.090, -9.619], [5.119, 5.258, -11.243], [6.107, 5.152, -9.763], [-5.757, 2.777, -5.547], [-4.942, 1.080, -6.055], [-4.660, 0.224, -4.842], [-3.079, 0.852, -3.888], [-4.047, 1.316, -6.637], [-5.676, 0.596, -6.706], [-4.423, -0.801, -5.141], [-5.482, 0.207, -4.122], [2.387, -6.469, 0.920], [3.202, -8.166, 0.412], [3.484, -9.022, 1.625], [5.066, -8.395, 2.580], [4.097, -7.930, -0.170], [2.468, -8.650, -0.238], [3.721, -10.048, 1.327], [2.662, -9.039, 2.346]]}

No. 2
{"formula": "C4H7NO2", "method": "the ωB97M-V functional and the def2-TZVPD basis", "homo_lumo_gap_ev": 11.00, "relative_energy_kcal_mol": 7.0, "lumo_energy_ev": 0.734, "e_tot_ev": -9846.974, "smiles": "C[C@H]1CNC(=O)O1", "symbols": ["C", "C", "C", "N", "C", "O", "O", "H", "H", "H", "H", "H", "H", "H"], "xyz": [[-1.296, -0.888, 0.179], [-0.372, -0.151, -0.782], [0.048, 1.220, -0.258], [1.133, 0.851, 0.643], [1.675, -0.358, 0.178], [2.655, -0.917, 0.581], [0.902, -0.824, -0.844], [-1.000, -0.728, 1.224], [-1.259, -1.963, -0.012], [-2.328, -0.539, 0.070], [-0.776, -0.135, -1.796], [-0.746, 1.773, 0.249], [0.458, 1.847, -1.058], [0.905, 0.812, 1.625]]}

No. 3
{"formula": "C51H45BrN6O2STeTi", "method": "the ωB97M-V functional and the def2-TZVPD basis", "homo_lumo_gap_ev": [4.07, 4.07], "relative_energy_kcal_mol": 71.2, "lumo_energy_ev": [-0.815, -0.816], "e_tot_ev": -177938.374, "symbols": ["Ti", "O", "C", "C", "C", "C", "C", "C", "C", "O", "N", "N", "C", "C", "Br", "C", "C", "C", "C", "C", "C", "C", "H", "H", "H", "H", "H", "H", "H", "H", "H", "H", "H", "H", "H", "H", "C", "C", "C", "C", "C", "C", "C", "C", "S", "C", "N", "C", "C", "C", "C", "C", "C", "C", "C", "H", "H", "H", "H", "H", "H", "H", "H", "H", "H", "H", "H", "H", "H", "H", "H", "N", "C", "C", "C", "C", "C", "C", "C", "N", "C", "C", "N", "C", "H", "H", "H", "H", "H", "H", "H", "C", "Te", "C", "C", "C", "C", "C", "C", "C", "H", "H", "H", "H", "H", "H", "H", "H"], "xyz": [[0.096, 0.034, -0.019], [-1.962, -4.454, 1.784], [-2.265, -4.461, 0.456], [-2.890, -5.581, -0.079], [-3.287, -5.585, -1.402], [-3.079, -4.473, -2.199], [-2.419, -3.372, -1.684], [-1.972, -3.373, -0.371], [-1.127, -2.241, 0.179], [-0.599, -1.417, -0.777], [-1.900, -1.481, 1.182], [-1.253, -0.226, 1.351], [-1.628, 0.454, 2.425], [-1.234, 1.747, 2.758], [-0.251, 2.742, 1.378], [-1.522, 2.430, 3.916], [-2.058, 1.844, 5.111], [-1.808, 0.519, 5.505], [-2.412, -0.009, 6.627], [-3.272, 0.763, 7.393], [-3.480, 2.093, 7.056], [-2.868, 2.632, 5.946], [-1.810, -3.546, 2.079], [-3.077, -6.424, 0.568], [-3.767, -6.460, -1.812], [-3.432, -4.463, -3.217], [-2.241, -2.490, -2.287], [-0.276, -2.708, 0.752], [-2.859, -1.330, 0.842], [-2.376, -0.001, 3.074], [-1.396, 3.503, 3.921], [-1.098, -0.071, 4.940], [-2.201, -1.030, 6.918], [-3.769, 0.334, 8.248], [-4.118, 2.707, 7.675], [-3.036, 3.667, 5.683], [5.305, -2.447, 0.932], [6.032, -1.719, -0.200], [6.379, -2.758, -1.281], [7.314, -1.115, 0.390], [5.186, -0.649, -0.872], [5.744, 0.079, -1.927], [4.985, 0.928, -2.706], [3.637, 1.055, -2.429], [2.450, 1.998, -3.284], [1.234, 1.424, -2.161], [1.691, 0.588, -1.221], [3.041, 0.376, -1.349], [3.848, -0.455, -0.562], [-0.134, 1.822, -2.221], [-0.627, 2.739, -3.162], [-1.960, 3.085, -3.140], [-2.814, 2.527, -2.194], [-2.319, 1.628, -1.256], [-0.984, 1.253, -1.242], [5.944, -3.244, 1.308], [4.375, -2.901, 0.585], [5.094, -1.771, 1.756], [6.919, -3.596, -0.847], [6.998, -2.322, -2.060], [5.463, -3.132, -1.739], [7.870, -1.885, 0.922], [7.068, -0.321, 1.093], [7.958, -0.699, -0.378], [6.788, -0.043, -2.166], [5.421, 1.458, -3.537], [3.406, -0.987, 0.265], [0.045, 3.170, -3.894], [-2.345, 3.791, -3.863], [-3.862, 2.793, -2.194], [-3.005, 1.226, -0.512], [9.768, 2.500, 3.068], [8.650, 2.230, 3.085], [7.294, 1.865, 3.051], [6.772, 0.923, 3.951], [5.476, 0.484, 3.827], [4.657, 0.964, 2.795], [5.160, 1.956, 1.939], [6.450, 2.403, 2.067], [3.383, 0.441, 2.578], [2.853, -0.723, 3.084], [1.666, -0.931, 2.446], [1.444, 0.085, 1.566], [2.484, 0.896, 1.674], [7.405, 0.542, 4.738], [5.096, -0.236, 4.534], [4.548, 2.363, 1.152], [6.829, 3.162, 1.399], [3.333, -1.317, 3.832], [0.970, -1.744, 2.574], [2.589, 1.806, 1.114], [0.770, -3.297, -3.120], [2.004, -2.845, -1.402], [1.896, -5.005, -1.210], [1.764, -5.505, -2.607], [2.198, -6.764, -2.982], [2.037, -7.200, -4.286], [1.443, -6.375, -5.220], [1.026, -5.105, -4.858], [1.187, -4.663, -3.556], [0.908, -2.552, -3.905], [-0.271, -3.286, -2.800], [1.004, -5.261, -0.633], [2.768, -5.419, -0.712], [2.674, -7.396, -2.246], [2.382, -8.183, -4.566], [1.316, -6.709, -6.237], [0.581, -4.450, -5.593]]}

No. 4
{"formula": "C32H56O18S", "method": "the ωB97M-V functional and the def2-TZVPD basis", "homo_lumo_gap_ev": 9.79, "relative_energy_kcal_mol": 42.9, "lumo_energy_ev": 0.169, "e_tot_ev": -81777.124, "smiles": "C[C@H]1COC(=O)O1.C[C@H]1COC(=O)O1.C[C@H]1COC(=O)O1.C[C@H]1COC(=O)O1.O=S1(=O)CCCC1.CC(C)=O.CC(C)=O.CC(C)=O.CC(C)=O", "symbols": ["C", "C", "C", "O", "C", "O", "O", "H", "H", "H", "H", "H", "H", "C", "C", "C", "O", "C", "O", "O", "H", "H", "H", "H", "H", "H", "C", "C", "C", "O", "C", "O", "O", "H", "H", "H", "H", "H", "H", "C", "C", "C", "O", "C", "O", "O", "H", "H", "H", "H", "H", "H", "C", "C", "O", "C", "H", "H", "H", "H", "H", "H", "C", "C", "O", "C", "H", "H", "H", "H", "H", "H", "C", "C", "O", "C", "H", "H", "H", "H", "H", "H", "C", "C", "O", "C", "H", "H", "H", "H", "H", "H", "C", "C", "C", "S", "O", "O", "C", "H", "H", "H", "H", "H", "H", "H", "H"], "xyz": [[2.533, 4.447, -6.719], [1.602, 3.957, -7.816], [0.157, 3.501, -7.356], [-0.770, 3.941, -8.244], [-0.288, 4.982, -8.865], [-0.940, 5.862, -9.463], [1.127, 5.034, -8.635], [3.428, 4.782, -7.245], [2.808, 3.593, -6.100], [2.030, 5.190, -6.100], [2.052, 3.232, -8.494], [-0.181, 3.839, -6.376], [0.296, 2.441, -7.144], [-4.872, -7.557, -4.438], [-5.609, -6.484, -5.363], [-6.163, -5.289, -4.641], [-5.797, -4.264, -5.479], [-4.801, -4.521, -6.168], [-4.247, -3.807, -7.002], [-4.496, -5.765, -5.875], [-4.490, -6.988, -3.590], [-4.196, -8.100, -5.098], [-5.636, -8.223, -4.038], [-6.367, -6.975, -5.973], [-5.698, -5.265, -3.655], [-7.233, -5.493, -4.614], [3.344, 8.107, 1.703], [4.556, 8.790, 1.169], [5.879, 8.168, 1.524], [6.542, 8.094, 0.241], [5.781, 8.538, -0.753], [6.140, 8.566, -1.921], [4.545, 8.687, -0.260], [3.170, 8.503, 2.704], [3.380, 7.024, 1.590], [2.445, 8.325, 1.126], [4.524, 9.860, 1.374], [5.680, 7.169, 1.910], [6.525, 8.646, 2.260], [-4.336, -5.605, 7.657], [-5.319, -6.140, 6.567], [-6.611, -6.794, 7.007], [-7.637, -6.204, 6.148], [-7.075, -5.151, 5.495], [-7.576, -4.482, 4.651], [-5.748, -5.043, 5.797], [-3.705, -6.376, 8.101], [-4.763, -5.273, 8.604], [-3.604, -4.917, 7.234], [-4.781, -6.781, 5.868], [-6.863, -6.661, 8.060], [-6.696, -7.863, 6.814], [8.461, -1.371, -7.230], [7.983, -1.021, -5.771], [6.945, -1.560, -5.380], [8.700, 0.119, -5.053], [8.494, -2.459, -7.272], [9.502, -1.054, -7.288], [7.666, -1.167, -7.948], [9.745, -0.015, -5.330], [8.558, 0.154, -3.973], [8.264, 1.103, -5.228], [-1.737, 4.592, 7.369], [-0.538, 3.725, 7.887], [-0.724, 2.910, 8.763], [0.735, 3.757, 7.129], [-1.770, 5.497, 7.975], [-2.744, 4.177, 7.330], [-1.423, 4.854, 6.359], [1.374, 2.902, 7.351], [1.137, 4.756, 7.299], [0.588, 3.872, 6.055], [-6.051, 4.253, 0.531], [-5.137, 4.994, -0.376], [-4.019, 5.237, 0.002], [-5.583, 5.590, -1.637], [-7.019, 4.050, 0.073], [-6.103, 4.864, 1.432], [-5.570, 3.369, 0.950], [-6.458, 5.036, -1.975], [-4.729, 5.516, -2.311], [-5.823, 6.632, -1.429], [4.455, -7.558, 6.257], [5.721, -7.347, 5.626], [6.671, -8.125, 5.710], [5.750, -6.199, 4.621], [4.456, -6.888, 7.117], [4.363, -8.569, 6.652], [3.515, -7.486, 5.710], [5.471, -5.283, 5.141], [4.913, -6.330, 3.935], [6.658, -6.257, 4.021], [0.051, -0.236, -0.538], [-1.297, -0.986, -0.842], [-1.731, -1.782, 0.453], [-0.182, -2.310, 1.227], [-0.036, -3.785, 1.049], [-0.035, -1.692, 2.520], [0.921, -1.384, -0.036], [-0.017, 0.562, 0.200], [0.584, 0.141, -1.411], [-1.202, -1.728, -1.635], [-2.176, -0.399, -1.106], [-2.372, -2.640, 0.253], [-2.183, -1.184, 1.245], [1.011, -2.014, -0.921], [1.925, -1.091, 0.272]]}